1.
{"formula": "C5H7F", "method": "wB97M-V/def2-TZVPD", "orbital_gap_ev": 9.65, "smiles": "C=C[C@H]1C[C@H]1F", "e_above_lowest_kj_mol": 279.42, "species": ["C", "C", "C", "C", "C", "F", "H", "H", "H", "H", "H", "H", "H"], "coordinates": [[-2.417906, -0.023655, 0.064467], [-1.149031, -0.476120, 0.081444], [-0.262767, 0.564057, -0.284919], [1.002677, 1.034969, 0.573970], [1.310951, 0.082932, -0.459556], [1.357427, -1.154572, 0.059286], [-3.209331, -0.666901, 0.426687], [-2.820786, 0.875065, -0.589994], [-0.918996, -1.545934, 0.359656], [-0.600136, 1.296220, -1.151720], [1.344831, 0.784369, 1.629722], [1.082712, 2.169900, 0.261446], [2.001317, 0.385336, -1.321812]], "atomic_forces_ev_per_a": [[-1.4, -0.3, -1.5], [-2.9, -0.2, 0.6], [5.3, 1.2, -2.5], [-0.8, 3.2, 0.3], [-1.4, 2.0, -1.8], [1.3, -1.4, -0.2], [-0.2, -0.1, -0.1], [1.3, -1.5, 2.0], [0.0, 1.7, 0.1], [0.7, -1.4, 2.4], [-1.2, 0.3, -1.3], [0.5, -2.4, 1.0], [-1.1, -1.2, 1.2]]}

---

2.
{"formula": "C3H4FNS2", "method": "wB97M-V/def2-TZVPD", "orbital_gap_ev": 7.74, "smiles": "N/C=C(/F)C(=S)S", "e_above_lowest_kj_mol": 137.74, "species": ["N", "C", "C", "F", "C", "S", "S", "H", "H", "H", "H"], "coordinates": [[1.875681, 0.383298, 0.247306], [1.155390, -0.749561, -0.179841], [-0.136431, -0.770494, -0.322560], [-0.739973, -1.970089, -0.276658], [-1.064582, 0.362983, -0.075186], [-0.867401, 2.070511, -0.266045], [-2.729010, -0.326933, 0.101399], [2.995325, 0.621151, 0.095012], [1.357147, 1.291641, 0.583622], [1.678467, -1.625541, -0.068019], [-3.524616, 0.713039, 0.160971]], "atomic_forces_ev_per_a": [[2.0, 2.5, 0.1], [3.4, 4.1, 1.7], [-3.4, 2.0, 1.1], [-0.2, -0.8, -0.4], [-1.2, 1.3, -1.6], [0.2, -2.7, 0.7], [1.2, -1.1, 0.1], [-4.3, -1.6, 0.3], [1.0, -2.6, -1.4], [1.2, -2.1, -0.4], [0.2, 1.2, 0.0]]}

---

What did we get for LUMO? Answer: 1.15, -0.86 eV, in the order shown.